Entry from OMol25: a structure of composition C32H32Cl6N3Na (wB97M-V/def2-TZVPD).

Each line ends with the Mulliken charge.
Cartesian coordinates (Å):
Na (-0.148, 1.386, 1.100)  0.585
C (3.468, -1.715, -0.618)  -2.631
C (2.182, -1.608, -1.403)  2.064
C (1.177, -2.564, -1.227)  0.565
C (1.433, -3.780, -0.371)  -2.365
C (-0.075, -2.372, -1.819)  1.454
C (-1.218, -3.299, -1.474)  -2.549
C (-0.289, -1.280, -2.663)  0.826
C (-1.617, -1.093, -3.352)  -2.579
C (0.734, -0.344, -2.873)  1.507
C (0.442, 0.868, -3.725)  -1.761
C (1.975, -0.515, -2.256)  0.683
C (3.111, 0.454, -2.491)  -2.419
H (4.244, -2.272, -1.157)  0.344
H (3.301, -2.215, 0.335)  0.529
H (3.869, -0.729, -0.390)  0.424
H (1.189, -3.571, 0.676)  0.246
H (2.477, -4.087, -0.423)  0.508
H (0.830, -4.628, -0.695)  0.486
H (-1.274, -4.165, -2.144)  0.305
H (-2.172, -2.776, -1.526)  0.460
H (-1.119, -3.672, -0.456)  0.485
H (-2.282, -0.451, -2.768)  0.428
H (-2.124, -2.043, -3.512)  0.533
H (-1.491, -0.626, -4.329)  0.502
H (0.443, 0.622, -4.794)  0.302
H (1.155, 1.671, -3.561)  0.242
H (-0.544, 1.267, -3.483)  0.052
H (3.158, 1.218, -1.709)  0.339
H (3.018, 0.967, -3.445)  0.574
H (4.070, -0.065, -2.497)  0.492
Cl (2.649, 1.460, 3.234)  -0.238
C (3.113, 2.330, 1.770)  1.189
C (2.131, 2.598, 0.835)  -1.664
C (2.579, 3.310, -0.261)  0.995
Cl (1.404, 3.741, -1.516)  -0.242
C (3.895, 3.714, -0.466)  -0.259
Cl (4.386, 4.586, -1.885)  -0.212
C (4.844, 3.397, 0.504)  0.512
Cl (6.498, 3.871, 0.294)  -0.240
C (4.451, 2.700, 1.643)  -0.488
Cl (5.632, 2.318, 2.856)  -0.217
Cl (-2.723, -1.346, 6.942)  -0.338
C (-1.810, -1.318, 5.435)  0.386
C (-0.428, -1.151, 5.450)  -0.681
C (0.296, -1.145, 4.278)  -0.447
C (-0.317, -1.296, 2.981)  1.265
C (0.386, -1.220, 1.794)  -1.789
C (-1.746, -1.495, 3.035)  0.039
C (-2.455, -1.502, 4.213)  -0.722
H (0.083, -1.021, 6.398)  0.353
H (1.371, -1.006, 4.325)  0.335
H (-0.114, -1.383, 0.846)  0.186
H (1.466, -1.128, 1.796)  0.021
H (-2.277, -1.628, 2.098)  0.043
H (-3.530, -1.651, 4.193)  0.377
N (-2.736, 1.923, 2.991)  -0.771
N (-1.324, 1.850, 3.258)  -0.206
H (-3.190, 1.127, 3.428)  0.278
H (-2.838, 1.799, 1.986)  0.443
H (-1.071, 0.940, 3.637)  0.073
H (-1.099, 2.539, 3.962)  0.217
N (-6.373, 1.225, -3.993)  -0.659
C (-5.501, 1.246, -3.238)  -0.045
C (-4.419, 1.274, -2.299)  0.563
C (-3.380, 2.201, -2.434)  -0.435
C (-2.346, 2.214, -1.510)  -0.761
C (-2.247, 1.338, -0.406)  -0.322
C (-3.321, 0.424, -0.333)  0.396
C (-4.380, 0.376, -1.229)  -0.698
H (-3.399, 2.901, -3.264)  0.391
H (-1.565, 2.957, -1.664)  0.222
H (-3.343, -0.301, 0.480)  0.125
H (-5.179, -0.350, -1.114)  0.394

Force components x, y, z for each atom (eV/Å):
-0.0238 -0.0466 -0.0417
0.0155 -0.0216 -0.0138
-0.0772 -0.0247 -0.0134
0.0815 0.1046 -0.0299
-0.0137 -0.0216 0.0190
-0.0116 0.0359 -0.0202
-0.0053 -0.0085 0.0200
0.1202 0.0376 -0.0056
-0.0113 -0.0077 -0.0321
-0.0588 -0.0011 0.0048
-0.0340 -0.0233 -0.0244
0.0040 -0.0824 0.0685
0.0204 0.0017 0.0043
0.0017 0.0068 0.0031
-0.0039 0.0007 -0.0015
-0.0044 0.0024 0.0030
0.0069 0.0013 0.0011
0.0059 0.0058 0.0046
-0.0020 0.0090 -0.0146
-0.0045 -0.0005 0.0003
0.0013 0.0035 -0.0029
0.0080 0.0030 -0.0022
0.0070 0.0043 0.0124
-0.0031 0.0031 0.0004
-0.0014 -0.0056 0.0019
0.0075 0.0082 0.0002
-0.0072 -0.0093 0.0139
0.0035 0.0086 -0.0022
0.0016 -0.0277 -0.0214
-0.0076 0.0036 0.0005
-0.0023 -0.0020 0.0023
-0.0267 0.0014 0.0013
0.0245 -0.0163 0.0034
0.0799 0.0677 -0.0772
-0.0831 -0.0097 0.0215
-0.0055 -0.0268 0.0488
0.0100 0.0003 0.0499
0.0028 0.0028 -0.0175
0.0377 0.0292 -0.0537
0.0029 0.0000 0.0060
-0.0624 -0.0113 -0.0115
0.0189 -0.0111 0.0275
-0.0013 0.0013 -0.0055
-0.0047 -0.0107 -0.0221
0.0264 0.0030 -0.0035
-0.0102 -0.0031 0.0052
-0.0051 0.0104 0.0240
-0.0339 -0.0094 0.0502
0.0223 0.0112 -0.0354
-0.0247 -0.0031 0.0301
-0.0014 -0.0008 0.0003
-0.0028 -0.0039 -0.0007
-0.0068 -0.0154 -0.0103
-0.0123 0.0320 -0.0187
-0.0058 0.0010 0.0088
0.0005 -0.0014 0.0062
-0.0082 -0.0160 -0.0154
0.1158 0.0390 0.0096
-0.0012 0.0062 0.0099
0.0069 -0.0030 0.0027
-0.0328 -0.0172 -0.0149
-0.0458 -0.0068 0.0106
0.0007 0.0003 0.0007
0.0061 -0.0012 0.0007
0.0675 0.0139 0.0665
-0.0635 -0.0360 -0.0385
0.0269 0.0291 0.0032
0.0246 0.0088 0.0320
-0.0038 -0.0191 0.0353
-0.0280 0.0117 -0.0547
-0.0038 -0.0025 -0.0011
-0.0095 0.0001 -0.0043
0.0003 -0.0039 0.0021
-0.0045 0.0019 -0.0061

Calculated values
* energy: -4326.31239 Eh
* orbital gap: 4.54 eV
* charge: -2
* LUMO energy: 0.1401 hartree
* E_HOMO: -0.7247 eV